Record 1
Entry from the Open Molecules 2025 dataset: a 2-piece molecular cluster, C4H12NO3 overall in a non-equilibrium geometry (wB97M-V/def2-TZVPD).

Each line ends with the Löwdin charge.
Element x y z (Å)
O1 -0.2305 -0.6366 2.7866  0.11
C1 0.5514 -0.1110 2.0593  -0.12
C2 -0.1161 0.1654 0.5868  -0.18
C3 0.1495 -1.2407 -0.1836  -0.35
C4 1.6360 -1.3643 -0.7298  0.01
O2 -0.5768 -1.0715 -1.3478  -0.08
N1 -1.5380 0.4122 0.7406  0.24
H1 1.6283 -0.0319 1.9480  0.14
H2 0.3476 1.1024 0.0975  0.17
H3 -0.0733 -2.1583 0.3896  0.16
H4 1.5842 -1.0087 -1.7020  0.06
H5 2.1915 -0.6318 -0.1994  0.05
H6 2.1158 -2.3369 -0.5899  0.10
H7 -0.4739 -1.7815 -2.0720  0.17
H8 -1.7595 1.3330 0.3402  0.17
H9 -1.7339 0.3247 1.7096  0.14
H10 -2.1366 -0.2009 0.2777  0.15
H11 -0.0017 3.3753 -0.8933  -0.01
H12 -0.7439 2.7953 -2.0866  0.10
O3 -0.8203 3.0659 -1.1314  -0.02

Forces on atoms 1 to 6 (eV/Å):
O 0.8 0.3 1.7
C -2.5 -0.4 -4.1
C 3.3 -0.5 0.1
C 2.4 0.8 -1.1
C -0.9 -0.2 3.0
O -2.4 -1.1 -2.3

For the HOMO energy, the calculation gives -14.492 eV. The charge is +1. Its lowest unoccupied orbital energy is -3.711 eV. The value obtained for the HOMO-LUMO gap is 10.8 eV. Its energy relative to the best compared isomer or geometry (same formula, charge and spin) is 63.3 kcal per mole.

Record 2
Entry from the Open Molecules 2025 dataset: a 2-piece molecular cluster, C4H12NO3 overall in a non-equilibrium geometry (wB97M-V/def2-TZVPD).

Each line ends with the Löwdin charge.
Element x y z (Å)
C1 0.9074 -2.2100 1.4849  0.00
C2 0.4401 -1.5053 0.1601  -0.24
C3 0.9626 -0.0260 -0.2907  -0.04
C4 0.2573 0.7604 -1.2993  -0.55
O1 -1.1072 0.6507 -1.2460  0.06
O2 0.7959 1.3231 -2.1956  0.17
N1 -1.0879 -1.3580 0.2311  0.17
H1 1.1150 -1.5551 2.2034  0.04
H2 0.2857 -3.0304 1.7236  0.08
H3 1.7627 -2.7448 1.1358  0.09
H4 0.6458 -2.1704 -0.8295  0.19
H5 1.2350 0.5717 0.6785  0.16
H6 1.9880 -0.3461 -0.8898  0.20
H7 -1.5978 1.0045 -2.0057  0.15
H8 -1.5716 -1.7331 -0.6435  0.20
H9 -1.5274 -1.9738 0.9721  0.19
H10 -1.3850 -0.4708 0.4907  0.10
H11 -1.3538 2.2679 2.6172  -0.06
H12 -0.5875 3.0587 1.6160  0.09
O3 -0.5385 2.3405 2.3145  -0.01

Forces on atoms 1 to 6 (eV/Å):
C 0.0 -1.0 -5.4
C -0.7 0.2 -2.5
C 4.4 -2.8 2.3
C -1.4 0.1 -2.0
O -0.4 -0.2 0.7
O 0.3 0.5 0.0

For the HOMO energy, the calculation gives -14.658 eV. The charge is +1. Its lowest unoccupied orbital energy is -3.599 eV. The value obtained for the HOMO-LUMO gap is 11.1 eV. Its energy relative to the best compared isomer or geometry (same formula, charge and spin) is 55.7 kcal per mole.

Record 3
Entry from the Open Molecules 2025 dataset: a 4-piece molecular cluster, C4H12NO3 overall in a non-equilibrium geometry (wB97M-V/def2-TZVPD).

Each line ends with the Löwdin charge.
Element x y z (Å)
C1 -0.9062 2.9427 1.1129  0.24
C2 -0.7436 1.7622 0.4181  -0.11
C3 -1.6173 0.6934 0.3520  0.19
C4 -1.0671 -0.5645 -0.3154  -0.22
O1 0.6848 -2.8278 0.6495  -0.10
O2 -1.5894 -1.7926 0.1214  0.02
N1 2.1268 -0.6778 0.0001  0.30
H1 -0.1402 3.7078 1.0305  0.11
H2 1.6174 -1.5011 0.0948  -0.05
H3 -1.7941 3.0251 1.7507  0.11
H4 0.2091 1.8040 -0.1190  0.12
H5 -2.5901 0.7239 0.8686  0.16
H6 -1.1096 -0.4377 -1.3722  0.14
H7 0.7178 -3.7060 1.0532  0.04
H8 -0.8226 -2.2761 0.3750  -0.02
H9 1.6869 -0.0225 -0.5754  -0.06
H10 3.1049 -0.8912 -0.3964  0.16
H11 0.0055 -0.5496 -0.1661  0.06
H12 1.1924 0.4703 -2.8680  0.01
O3 1.0346 0.1173 -2.0143  -0.08

Forces on atoms 1 to 6 (eV/Å):
C -1.3 -1.6 0.0
C 1.2 2.3 -0.3
C 0.7 -1.5 0.2
C -0.9 -0.3 2.2
O 0.3 0.6 -0.1
O -2.1 2.7 -1.0

For the HOMO energy, the calculation gives -13.598 eV. The charge is +1. Its lowest unoccupied orbital energy is -9.086 eV. The value obtained for the HOMO-LUMO gap is 4.5 eV. Its energy relative to the best compared isomer or geometry (same formula, charge and spin) is 287.4 kcal per mole.

Record 4
Entry from the Open Molecules 2025 dataset: a single C4H12NOP molecule in a non-equilibrium geometry (wB97M-V/def2-TZVPD).

Each line ends with the Löwdin charge.
Element x y z (Å)
C1 3.0262 0.0408 0.0443  -0.29
C2 1.6869 -0.4805 -0.2437  -0.52
P1 0.5497 0.4954 0.4942  0.84
N1 -1.1413 0.6380 0.4978  -0.41
C3 -1.8406 1.2095 -0.6345  -0.13
O1 -1.7530 -0.5416 0.9427  -0.26
C4 -1.8289 -1.6980 0.1313  -0.10
H1 3.8304 -0.5285 -0.5958  0.10
H2 3.1881 0.0233 1.1478  0.05
H3 3.1460 1.1699 -0.2711  0.07
H4 1.5817 -1.2211 -0.9935  0.02
H5 0.6707 0.6398 1.8581  0.01
H6 0.6951 1.9589 0.0763  0.04
H7 -2.1436 0.4401 -1.4338  0.09
H8 -2.8130 1.5484 -0.1586  0.10
H9 -1.2420 2.1638 -0.8941  0.10
H10 -0.7724 -1.9950 -0.1635  0.09
H11 -2.6173 -1.4349 -0.6721  0.10
H12 -2.2228 -2.4283 0.8681  0.10

Forces on atoms 1 to 6 (eV/Å):
C 2.3 1.5 -0.7
C -1.7 -0.3 0.0
P 0.4 2.2 -1.2
N 0.6 -1.7 -1.4
C -1.3 1.0 0.3
O -0.5 0.4 2.1

For the HOMO energy, the calculation gives -6.955 eV. The charge is 0. Its lowest unoccupied orbital energy is 0.842 eV. The value obtained for the HOMO-LUMO gap is 7.8 eV. Its energy relative to the best compared isomer or geometry (same formula, charge and spin) is 178.8 kcal per mole.

Record 5
Entry from the Open Molecules 2025 dataset: a 2-piece molecular cluster, C4H12NOS overall in a non-equilibrium geometry (wB97M-V/def2-TZVPD).

Each line ends with the Löwdin charge.
Element x y z (Å)
C1 -0.9580 0.6386 1.7359  -0.17
N1 -0.7361 0.5593 0.2917  -0.12
C2 -0.1930 -0.8238 -0.0088  -0.51
C3 1.3421 -0.7240 0.1895  -0.74
S1 1.8736 -2.2328 1.1240  0.07
C4 -0.5618 -1.1107 -1.4841  -0.08
H1 -1.8787 0.2521 2.2057  0.07
H2 -0.1394 0.1733 2.2846  0.07
H3 -0.9154 1.6772 2.1086  0.06
H4 -1.6649 0.5952 -0.1252  0.09
H5 -0.6240 -1.5527 0.6795  0.08
H6 1.7635 -0.4544 -0.7867  0.04
H7 1.6386 0.1160 0.8187  0.02
H8 -1.6330 -1.0363 -1.6841  0.06
H9 -0.1875 -2.1140 -1.7037  0.07
H10 -0.0792 -0.3125 -2.0537  0.06
H11 1.5117 1.6817 -1.5691  0.00
H12 0.5869 2.3013 -0.5465  0.02
O1 0.8545 2.3664 -1.4763  -0.08

Forces on atoms 1 to 6 (eV/Å):
C 0.5 1.2 1.3
N -1.0 -1.1 0.8
C 0.0 2.0 -0.8
C -0.6 -0.9 0.8
S 0.5 0.2 -0.7
C 0.6 0.1 1.1

For the HOMO energy, the calculation gives -2.507 eV. The charge is -1. Its lowest unoccupied orbital energy is 3.743 eV. The value obtained for the HOMO-LUMO gap is 6.3 eV. Its energy relative to the best compared isomer or geometry (same formula, charge and spin) is 22.0 kcal per mole.

Record 6
Entry from the Open Molecules 2025 dataset: a 2-piece molecular cluster, C4H12NOS overall (wB97M-V/def2-TZVPD).

Each line ends with the Löwdin charge.
Element x y z (Å)
N1 1.8329 1.2487 -0.1169  -0.03
C1 1.1488 1.5790 1.1852  -0.61
O1 0.6057 0.5123 1.7670  -0.34
H1 2.7139 1.7428 -0.1934  0.02
H2 2.0133 0.2509 -0.1156  0.01
H3 1.9293 2.0967 1.8118  0.06
H4 0.3780 2.3604 0.9621  0.06
C2 -2.0741 0.1402 0.1402  -0.13
C3 -1.0619 -0.3113 -0.9008  -0.36
C4 -0.2672 -1.5092 -0.4209  -0.59
S1 0.9538 -2.0181 -1.6951  0.64
H5 -2.6271 1.0242 -0.1762  0.06
H6 -1.5406 0.3633 1.0682  0.05
H7 -2.7860 -0.6652 0.3520  0.06
H8 -1.5555 -0.6097 -1.8361  0.09
H9 -0.3864 0.5152 -1.1134  0.08
H10 -0.9200 -2.3699 -0.2504  0.06
H11 0.2494 -1.2879 0.5129  0.04
H12 1.3937 -3.0624 -0.9807  -0.17

Forces on atoms 1 to 6 (eV/Å):
N -0.3 0.3 -0.3
C -0.1 -0.2 0.4
O 0.1 -0.2 0.0
H 0.1 -0.1 0.0
H 0.1 0.0 0.1
H -0.1 0.1 0.1

For the HOMO energy, the calculation gives -2.625 eV. The charge is -1. Its lowest unoccupied orbital energy is 3.266 eV. The value obtained for the HOMO-LUMO gap is 5.9 eV. Its energy relative to the best compared isomer or geometry (same formula, charge and spin) is 32.7 kcal per mole.

Record 7
Entry from the Open Molecules 2025 dataset: a 2-piece molecular cluster, C4H12NOS overall (wB97M-V/def2-TZVPD).

Each line ends with the Löwdin charge.
Element x y z (Å)
C1 0.7039 2.9626 -0.3413  -0.42
C2 0.2656 1.6892 0.3734  -0.75
S1 -0.0162 0.3020 -0.7567  0.30
N1 -0.2473 3.4363 -1.3522  -0.06
H1 1.6682 2.7960 -0.8391  0.09
H2 0.8610 3.7841 0.3673  0.09
H3 -0.6278 1.9394 0.9639  0.04
H4 0.9946 1.4353 1.1421  0.04
H5 -1.1173 3.6556 -0.8763  0.04
H6 -0.4642 2.6281 -1.9312  0.00
C3 -0.7206 -2.9627 0.6346  -0.38
O1 -0.8701 -1.8366 1.4619  -0.16
C4 0.7375 -3.2542 0.3106  -0.12
H7 -1.1489 -3.8177 1.1856  0.10
H8 -1.2746 -2.8221 -0.2836  0.09
H9 -0.7072 -1.0435 0.9006  -0.06
H10 1.3023 -3.3287 1.2440  0.06
H11 0.8374 -4.1811 -0.2604  0.06
H12 1.1582 -2.4085 -0.2384  0.03

Forces on atoms 1 to 6 (eV/Å):
C 0.2 0.1 -0.2
C -0.1 0.3 0.4
S -0.1 0.0 -0.1
N 0.1 0.2 0.0
H -0.1 -0.1 0.0
H 0.0 0.0 0.1

For the HOMO energy, the calculation gives -2.957 eV. The charge is -1. Its lowest unoccupied orbital energy is 4.006 eV. The value obtained for the HOMO-LUMO gap is 7.0 eV. Its energy relative to the best compared isomer or geometry (same formula, charge and spin) is 4.1 kcal per mole.

Record 8
Entry from the Open Molecules 2025 dataset: a 2-piece molecular cluster, C4H12NOS overall (wB97M-V/def2-TZVPD).

Each line ends with the Löwdin charge.
Element x y z (Å)
N1 -2.0176 1.8987 -0.3002  -0.01
C1 -1.0969 2.4243 -1.2523  -0.42
O1 -1.0140 1.7317 -2.4776  -0.13
H1 -2.9470 1.8849 -0.6986  0.06
H2 -1.7743 0.9294 -0.0960  -0.02
H3 -1.4089 3.4308 -1.4806  0.09
H4 -0.1131 2.4579 -0.7829  0.10
H5 -0.7759 0.8123 -2.2709  -0.08
C2 1.6183 -0.4554 1.4623  -0.16
C3 0.8230 -1.7487 1.3884  -0.38
C4 0.5960 -2.1978 -0.0511  -0.75
S1 -0.4196 -1.0668 -1.0544  0.32
H6 2.6181 -0.6360 1.0575  0.06
H7 1.7337 -0.0807 2.4873  0.06
H8 1.1508 0.3163 0.8512  0.03
H9 1.4113 -2.5322 1.8872  0.09
H10 -0.1173 -1.6609 1.9200  0.08
H11 0.1503 -3.1871 -0.0769  0.02
H12 1.5831 -2.3206 -0.5124  0.04

Forces on atoms 1 to 6 (eV/Å):
N -0.4 -0.3 0.5
C 0.3 -0.2 0.0
O -0.3 0.2 -0.4
H -0.1 0.0 -0.1
H 0.1 0.0 0.0
H 0.0 0.5 -0.3

For the HOMO energy, the calculation gives -2.915 eV. The charge is -1. Its lowest unoccupied orbital energy is 4.120 eV. The value obtained for the HOMO-LUMO gap is 7.0 eV. Its energy relative to the best compared isomer or geometry (same formula, charge and spin) is 1.8 kcal per mole.

Record 9
Entry from the Open Molecules 2025 dataset: a 2-piece molecular cluster, C4H12NOS overall in a non-equilibrium geometry (wB97M-V/def2-TZVPD).

Each line ends with the Löwdin charge.
Element x y z (Å)
C1 -1.1185 -0.1503 1.5264  -0.29
C2 -0.0264 -1.1197 2.0265  -0.76
S1 0.3626 -2.5406 0.9413  0.13
C3 -0.6619 0.5526 0.2169  -0.30
N1 -1.0983 -0.2411 -0.9351  -0.15
C4 -0.0101 -0.3782 -1.9344  -0.18
H1 -2.0686 -0.6111 1.2453  0.09
H2 -1.3686 0.5389 2.3433  0.09
H3 -0.4840 -1.6136 2.8788  0.01
H4 0.8853 -0.5619 2.2356  0.03
H5 -1.0795 1.5665 0.1545  0.09
H6 0.4145 0.7770 0.2286  0.08
H7 -1.2936 -1.1940 -0.6538  0.02
H8 -0.1279 0.4047 -2.6981  0.06
H9 -0.3492 -1.1894 -2.6063  0.07
H10 0.9153 -0.6282 -1.4144  0.04
H11 2.8692 1.5512 -1.4257  0.01
H12 1.6858 2.4115 -0.8334  0.04
O1 2.5538 2.4258 -1.2959  -0.07

Forces on atoms 1 to 6 (eV/Å):
C 0.9 0.5 -0.8
C -1.4 -0.8 -0.5
S 0.2 0.1 -0.4
C -0.8 0.3 0.6
N 0.9 0.4 -0.7
C -2.5 -0.6 -0.8

For the HOMO energy, the calculation gives -2.526 eV. The charge is -1. Its lowest unoccupied orbital energy is 3.711 eV. The value obtained for the HOMO-LUMO gap is 6.2 eV. Its energy relative to the best compared isomer or geometry (same formula, charge and spin) is 27.2 kcal per mole.

Record 10
Entry from the Open Molecules 2025 dataset: C4H12NOS as an isolated structure in a non-equilibrium geometry (wB97M-V/def2-TZVPD).

Each line ends with the Löwdin charge.
Element x y z (Å)
O1 2.4673 -2.6932 1.2484  -0.14
C1 1.2450 -2.6197 1.0856  -0.46
C2 0.4600 -1.5313 0.4184  -0.26
N1 1.2162 -0.5658 -0.3913  0.04
H1 0.5817 -3.4624 1.3824  0.07
H2 -0.2961 -2.0194 -0.1748  0.10
H3 -0.0821 -0.9612 1.1600  0.08
H4 1.1358 -0.7573 -1.4081  0.13
H5 0.8042 0.4787 -0.2062  -0.08
H6 2.2315 -0.5661 -0.1349  0.15
C3 -1.3876 1.5946 0.9425  -0.38
S1 0.0856 1.9531 -0.0104  0.85
C4 -0.7283 1.6563 -1.6042  -0.35
H7 -1.7845 0.6457 0.6623  0.03
H8 -2.1836 2.2961 0.7101  0.04
H9 -1.1752 1.7106 2.0153  0.06
H10 0.0407 1.8252 -2.4059  0.07
H11 -1.1229 0.6436 -1.6822  0.05
H12 -1.5074 2.3724 -1.6070  0.02

Forces on atoms 1 to 6 (eV/Å):
O 2.2 1.1 0.4
C -2.1 -1.5 -1.0
C -0.1 -1.0 0.6
N 1.0 0.5 -1.0
H 0.1 0.2 -0.1
H -0.3 0.0 -0.3

For the HOMO energy (alpha / beta), the calculation gives -3.150 / -7.543 eV. The charge is 0. Its lowest unoccupied orbital energy (alpha / beta) is 0.222 / 0.088 eV. As for the spin multiplicity: 2. The value obtained for the HOMO-LUMO gap (alpha / beta) is 3.4 / 7.6 eV. Its energy relative to the best compared isomer or geometry (same formula, charge and spin) is 76.8 kcal per mole.